Entry 1:
ORCA calculation (the ωB97M-V functional and the def2-TZVPD basis) on C54H61AsN3OOs as an isolated structure.

Last column: Löwdin charge in e.
CARTESIAN COORDINATES (ANGSTROEM)
Os  0.8288  0.1284  0.4206  1.19
C  1.7249  2.1037  0.1058  -0.14
C  2.9054  1.2610  0.0074  -0.18
C  3.0425  0.5991  1.2574  -0.15
C  1.9424  1.0533  2.0962  -0.14
C  1.1941  2.0525  1.4319  -0.32
C  0.2558  3.0519  2.0740  -0.54
C  -0.5337  2.4225  3.2222  -0.04
C  -0.7055  3.6663  1.0550  -0.03
C  1.1570  4.1647  2.6355  -0.02
C  4.1777  -0.2379  1.8766  -0.50
C  5.4827  0.5713  1.8142  -0.03
C  3.8955  -0.4790  3.3685  -0.06
C  4.4051  -1.6221  1.2544  -0.03
C  3.7810  1.3576  -1.2430  -0.51
C  4.8045  2.4907  -1.0314  -0.02
C  2.9326  1.7777  -2.4554  -0.06
C  4.4930  0.0526  -1.5973  -0.03
H  1.4187  2.8047  -0.6512  0.11
H  1.7993  0.7786  3.1262  0.10
H  -1.1940  1.6345  2.8551  0.04
H  -1.1645  3.1755  3.6986  0.10
H  0.1294  2.0190  3.9915  0.09
H  -1.3414  2.9101  0.5954  0.06
H  -0.1652  4.1988  0.2695  0.09
H  -1.3517  4.3900  1.5550  0.10
H  1.8293  3.7748  3.4021  0.09
H  0.5451  4.9496  3.0834  0.09
H  1.7632  4.6134  1.8463  0.09
H  5.3288  1.5996  2.1460  0.10
H  5.9069  0.5882  0.8154  0.06
H  6.2203  0.1089  2.4726  0.09
H  3.8476  0.4513  3.9367  0.09
H  4.7062  -1.0806  3.7820  0.09
H  2.9644  -1.0311  3.5209  0.07
H  4.2930  -1.6466  0.1758  0.06
H  3.7072  -2.3443  1.6761  0.06
H  5.4092  -1.9665  1.5106  0.10
H  4.2958  3.4210  -0.7698  0.09
H  5.3500  2.6583  -1.9622  0.10
H  5.5291  2.2720  -0.2531  0.06
H  2.6299  2.8237  -2.3991  0.09
H  2.0309  1.1753  -2.5573  0.03
H  3.5282  1.6681  -3.3630  0.10
H  5.2487  -0.2188  -0.8648  0.06
H  5.0022  0.1675  -2.5561  0.10
H  3.7844  -0.7738  -1.6859  0.08
C  0.3419  -4.1567  3.9730  0.00
N  0.6596  -3.4847  2.7318  -0.08
C  1.4323  -4.1098  1.6776  -0.01
C  1.5913  -2.9692  0.6846  -0.49
O  2.1302  -3.0387  -0.3844  0.09
N  1.0277  -1.8300  1.2507  -0.01
C  0.4931  -2.1913  2.4309  -0.41
N  -0.1506  -1.3257  3.2067  0.24
H  -0.0586  -5.1451  3.7530  0.10
H  -0.4193  -3.6122  4.5271  0.08
H  1.2264  -4.2641  4.6038  0.10
H  0.9049  -4.9475  1.2190  0.15
H  2.4095  -4.4510  2.0270  0.15
H  -0.3643  -0.4240  2.7932  0.06
H  -0.6340  -1.6214  4.0350  0.11
C  -1.0254  0.3175  0.5913  -0.28
C  -2.2807  0.4522  0.7017  -0.07
C  -3.5882  0.6894  0.8203  -0.11
C  -4.0490  1.4340  2.0207  -0.20
C  -4.8827  2.5431  1.8876  -0.02
C  -5.2498  3.2761  3.0052  -0.06
C  -4.8113  2.8935  4.2662  -0.07
C  -3.9991  1.7769  4.4072  -0.07
C  -3.6122  1.0565  3.2877  -0.05
C  -4.5795  0.2381  -0.1687  -0.16
C  -4.2015  0.0193  -1.4942  -0.01
C  -5.1297  -0.4096  -2.4258  -0.07
C  -6.4445  -0.6395  -2.0418  -0.07
C  -6.8293  -0.4328  -0.7233  -0.06
C  -5.9060  0.0118  0.2079  -0.02
H  -5.2312  2.8350  0.9045  0.13
H  -5.8841  4.1454  2.8929  0.11
H  -5.1090  3.4610  5.1380  0.11
H  -3.6711  1.4672  5.3912  0.11
H  -2.9795  0.1810  3.3827  0.11
H  -3.1774  0.2044  -1.7876  0.09
H  -4.8277  -0.5620  -3.4543  0.11
H  -7.1711  -0.9751  -2.7702  0.11
H  -7.8520  -0.6159  -0.4212  0.11
H  -6.2090  0.1700  1.2349  0.12
C  -3.5787  -3.7528  -1.4928  -0.07
C  -3.3006  -3.1046  -2.6867  -0.08
C  -2.2291  -2.2268  -2.7729  -0.11
C  -1.4264  -1.9821  -1.6656  -0.36
C  -1.7046  -2.6445  -0.4742  -0.11
C  -2.7753  -3.5224  -0.3849  -0.07
As  0.1148  -0.7907  -1.7880  1.30
C  1.1836  -1.8067  -3.0628  -0.36
C  2.1533  -1.1829  -3.8396  -0.13
C  2.9115  -1.9179  -4.7400  -0.07
C  2.7003  -3.2817  -4.8768  -0.07
C  1.7271  -3.9070  -4.1107  -0.07
C  0.9731  -3.1738  -3.2075  -0.11
C  -0.5711  0.6165  -2.9505  -0.36
C  -0.6944  0.4343  -4.3264  -0.11
C  -1.2231  1.4418  -5.1217  -0.07
C  -1.6324  2.6390  -4.5511  -0.07
C  -1.5122  2.8268  -3.1817  -0.07
C  -0.9807  1.8213  -2.3869  -0.13
H  -4.4173  -4.4334  -1.4260  0.11
H  -3.9229  -3.2755  -3.5555  0.11
H  -2.0340  -1.7271  -3.7137  0.10
H  -1.1040  -2.4487  0.4039  0.07
H  -2.9883  -4.0200  0.5533  0.10
H  2.3211  -0.1155  -3.7607  0.07
H  3.6620  -1.4196  -5.3400  0.11
H  3.2892  -3.8545  -5.5811  0.11
H  1.5527  -4.9700  -4.2153  0.11
H  0.2185  -3.6769  -2.6171  0.10
H  -0.3673  -0.4892  -4.7869  0.10
H  -1.3109  1.2913  -6.1899  0.11
H  -2.0411  3.4242  -5.1735  0.11
H  -1.8307  3.7579  -2.7302  0.11
H  -0.8860  1.9699  -1.3180  0.05

Force components x, y, z for each atom (eV/Å):
Os 0.42 -0.22 0.23
C -0.01 0.06 -0.08
C -0.12 -0.03 -0.08
C -0.03 0.10 0.02
C 0.04 -0.02 0.10
C 0.08 0.23 -0.14
C -0.02 -0.03 0.00
C 0.01 -0.03 -0.04
C 0.01 0.00 0.01
C -0.01 0.00 0.01
C -0.06 -0.07 0.01
C -0.01 0.03 0.02
C 0.00 -0.03 -0.01
C -0.01 -0.03 -0.03
C -0.01 -0.02 0.02
C -0.04 -0.01 -0.03
C -0.06 0.12 0.13
C 0.03 0.01 -0.02
H -0.01 0.00 -0.06
H 0.06 0.02 0.02
H 0.11 0.10 0.01
H 0.01 0.00 0.00
H 0.01 0.00 0.01
H -0.02 0.01 0.03
H 0.00 -0.01 -0.01
H 0.00 0.01 0.00
H 0.01 0.00 0.00
H 0.00 0.00 0.01
H 0.00 0.00 0.00
H 0.00 0.01 0.00
H 0.01 0.02 -0.02
H 0.00 0.00 0.00
H 0.01 0.00 0.00
H 0.00 0.00 0.00
H -0.01 0.01 0.00
H -0.02 -0.04 0.12
H 0.02 0.01 0.01
H 0.01 0.00 -0.01
H 0.00 0.00 0.00
H 0.01 0.00 0.00
H 0.01 -0.03 0.04
H -0.01 0.02 0.02
H 0.05 0.20 0.13
H 0.00 0.02 0.00
H 0.00 0.03 -0.04
H -0.01 0.00 0.00
H 0.01 0.02 -0.02
C 0.00 0.01 0.01
N 0.03 0.00 0.01
C -0.04 -0.01 -0.02
C 0.10 0.02 0.01
O -0.09 -0.01 -0.14
N -0.23 -0.01 -0.17
C -0.03 0.02 0.06
N -0.02 -0.02 0.02
H 0.01 0.00 0.00
H -0.01 0.00 -0.01
H 0.00 0.01 0.00
H -0.01 0.00 0.01
H 0.01 0.01 -0.01
H 0.05 0.01 -0.01
H 0.01 -0.01 0.01
C -0.09 -0.26 0.14
C 0.05 0.06 -0.25
C -0.06 0.02 0.25
C 0.01 -0.03 -0.04
C -0.03 0.01 0.02
C 0.00 0.00 -0.01
C 0.01 -0.01 -0.01
C -0.02 -0.03 0.00
C -0.10 0.03 0.02
C 0.03 0.01 -0.08
C -0.03 0.06 0.03
C -0.04 0.04 0.03
C 0.02 0.02 -0.02
C 0.00 -0.01 0.00
C -0.03 -0.01 0.01
H 0.01 0.00 0.00
H 0.00 0.00 0.00
H 0.00 0.00 0.00
H 0.01 0.01 0.00
H -0.04 0.01 0.01
H 0.01 0.05 -0.01
H -0.01 0.01 0.01
H 0.00 0.00 0.00
H 0.00 0.00 0.00
H 0.01 0.00 -0.01
C 0.03 -0.01 0.01
C 0.08 -0.04 -0.02
C 0.01 -0.07 -0.06
C 0.07 -0.09 0.10
C -0.05 0.08 0.05
C -0.04 0.00 -0.04
As 0.03 0.00 -0.07
C 0.00 -0.03 0.06
C 0.03 0.08 -0.08
C -0.03 0.00 0.00
C 0.00 -0.02 0.01
C 0.04 0.00 -0.03
C -0.01 -0.02 0.04
C -0.03 0.01 0.01
C 0.01 0.00 0.02
C 0.00 0.01 0.01
C 0.00 -0.01 -0.01
C 0.01 0.00 0.00
C -0.01 0.00 0.05
H -0.01 0.01 0.00
H 0.00 -0.01 0.00
H 0.02 0.01 0.01
H -0.05 0.02 -0.07
H 0.00 0.00 0.00
H -0.05 -0.34 -0.14
H 0.00 0.00 -0.01
H 0.00 0.00 0.00
H 0.00 0.00 0.00
H 0.02 0.00 0.00
H 0.03 -0.01 -0.01
H 0.00 0.00 0.00
H 0.00 0.00 0.00
H 0.00 0.00 0.00
H 0.01 0.02 -0.09

Its HOMO energy is -10.1 eV. The total charge is +1. The calculation puts the LUMO energy at -0.1164 Ha. For the energy relative to the best compared isomer or geometry (same formula, charge and spin), the calculation gives 0.0 kJ/mol.



Entry 2:
ORCA calculation (the ωB97M-V functional and the def2-TZVPD basis) on one molecule with the formula C5H11N3O.

Last column: Löwdin charge in e.
CARTESIAN COORDINATES (ANGSTROEM)
C  2.5997  -0.8814  0.1593  -0.15
N  2.0826  0.4310  -0.1701  0.02
C  0.8250  0.5986  -0.0580  -0.35
N  0.1915  1.7969  -0.3036  -0.04
N  -1.0697  2.0512  0.2406  0.02
C  -0.1651  -0.4490  0.3997  -0.20
C  -0.2740  -1.8758  -0.0436  -0.06
C  -1.2764  -0.8600  -0.4799  -0.36
O  -2.5404  -0.9505  0.0987  -0.02
H  2.8587  -1.3781  -0.7462  0.06
H  1.9222  -1.4952  0.8072  0.08
H  3.4997  -0.6549  0.7151  0.07
H  0.7448  2.6210  -0.4164  0.12
H  -1.5610  2.5732  -0.4358  0.07
H  -0.9928  2.5773  1.1194  0.10
H  -0.4785  -0.2645  1.4372  0.16
H  0.3607  -2.3485  -0.8058  0.12
H  -0.6618  -2.5889  0.6301  0.10
H  -1.2679  -0.5756  -1.5367  0.16
H  -2.7865  -0.0102  0.2105  0.09

Force components x, y, z for each atom (eV/Å):
C -0.31 0.59 1.29
N -1.13 0.68 -0.24
C -0.04 -1.36 0.59
N 0.27 0.37 -0.39
N 0.28 -0.49 1.13
C 0.35 0.70 0.66
C 0.15 -0.10 -1.49
C -0.09 -0.54 -0.46
O -0.37 0.92 -0.10
H 0.27 -0.74 -0.63
H 0.75 0.43 -0.67
H 0.43 -0.44 0.13
H 0.74 0.06 -0.10
H -0.84 0.73 -0.58
H -0.12 -0.17 -0.49
H 0.03 -0.22 -0.46
H -0.09 0.62 0.35
H -0.22 -0.51 0.98
H 0.10 0.11 0.32
H -0.14 -0.64 0.16

Its HOMO energy is -8.8 eV. The calculation puts the LUMO energy at 0.0277 Ha. For the energy relative to the best compared isomer or geometry (same formula, charge and spin), the calculation gives 300.2 kJ/mol.



Entry 3:
ORCA calculation (the ωB97M-V functional and the def2-TZVPD basis) on a 3-piece molecular cluster, C16H39ClNO4PS overall.

Last column: Löwdin charge in e.
CARTESIAN COORDINATES (ANGSTROEM)
C  -3.0260  2.3468  0.4645  -0.15
C  -3.1399  1.0710  -0.6096  -0.25
C  -4.6860  0.4891  -0.4179  -0.20
C  -4.6976  -1.1461  -0.7512  -0.29
N  -5.2467  -1.8062  0.5303  -0.32
P  -4.2755  -3.2782  0.8420  0.83
C  -2.9572  -2.9519  2.2339  -0.42
C  -1.8263  -4.1261  2.0624  -0.28
C  -0.8928  -3.9941  0.7133  -0.25
C  -0.6258  -2.4568  0.2095  -0.28
S  0.3311  -2.3147  -1.4064  0.49
O  0.6047  -0.7769  -1.6348  -0.45
O  -0.5148  -2.7519  -2.6629  -0.42
Cl  2.2033  -3.2380  -1.3942  0.35
H  -2.0898  2.9773  0.1305  0.07
H  -2.9381  1.8908  1.5453  0.08
H  -4.0279  2.9738  0.3982  0.08
H  -3.0404  1.5319  -1.6907  0.11
H  -2.3196  0.2473  -0.3750  0.09
H  -4.9480  0.6404  0.7353  0.11
H  -5.4710  1.0213  -1.1056  0.11
H  -5.3585  -1.3876  -1.6933  0.12
H  -3.6038  -1.4835  -1.0051  0.07
H  -6.2251  -2.1705  0.3536  0.06
H  -3.4490  -3.5546  -0.3361  -0.05
H  -3.4158  -3.0476  3.3206  0.09
H  -2.5603  -1.8559  2.1286  0.07
H  -2.4277  -5.1498  1.9403  0.11
H  -1.1754  -4.2833  3.0508  0.12
H  0.1690  -4.4594  0.9984  0.12
H  -1.3086  -4.7091  -0.1448  0.12
H  -0.0206  -1.9115  1.0631  0.13
H  -1.6406  -1.8524  0.0346  0.08
C  1.6582  2.0568  -2.7833  -0.09
C  0.4400  2.9635  -2.7563  -0.27
O  0.4215  3.8552  -1.6452  -0.17
C  1.4964  4.7871  -1.5582  -0.28
C  1.5668  5.7391  -2.7395  -0.09
H  1.7756  1.5365  -1.8270  0.07
H  1.5656  1.3147  -3.5820  0.08
H  2.5758  2.6257  -2.9601  0.07
H  -0.4566  2.3402  -2.6682  0.11
H  0.3400  3.5202  -3.6935  0.11
H  2.4461  4.2613  -1.4173  0.10
H  1.3264  5.3724  -0.6476  0.12
H  1.8249  5.2126  -3.6622  0.07
H  2.3286  6.5060  -2.5675  0.08
H  0.6005  6.2286  -2.9011  0.08
C  4.6436  -2.4181  1.7027  -0.08
C  3.4254  -1.5114  1.7297  -0.29
O  3.4069  -0.6197  2.8408  -0.16
C  4.4818  0.3122  2.9278  -0.28
C  4.5522  1.2642  1.7465  -0.08
H  4.7610  -2.9384  2.6591  0.09
H  4.5510  -3.1602  0.9041  0.06
H  5.5612  -1.8493  1.5259  0.07
H  2.5288  -2.1347  1.8178  0.10
H  3.3254  -0.9547  0.7925  0.10
H  5.4315  -0.2136  3.0687  0.11
H  4.3118  0.8975  3.8384  0.12
H  4.8103  0.7377  0.8238  0.07
H  5.3140  2.0311  1.9185  0.08
H  3.5859  1.7537  1.5850  0.08

Force components x, y, z for each atom (eV/Å):
C 0.10 -0.88 -0.91
C -1.41 1.37 0.51
C 1.10 -0.86 -0.10
C -0.54 1.97 -0.03
N 1.34 -1.85 -2.09
P -0.92 -0.92 1.40
C 0.70 0.47 0.13
C -0.52 -0.58 0.03
C 1.05 -0.97 -0.12
C -0.64 -0.72 2.01
S -3.11 6.03 -6.27
O -0.29 -5.55 2.02
O 3.08 -0.05 5.30
Cl -1.16 0.08 0.45
H -1.91 -1.06 1.10
H -0.02 1.14 -2.08
H 2.22 -1.19 0.11
H 0.12 -1.26 2.11
H -1.74 1.81 -0.65
H 0.32 -0.49 -2.65
H 1.65 -0.73 1.42
H 1.23 0.44 1.86
H -2.19 0.57 0.64
H 1.59 0.60 0.26
H -0.25 0.90 0.84
H 0.64 0.17 -2.48
H -0.33 -2.03 0.36
H 1.28 2.17 0.27
H -1.34 0.70 -2.28
H -2.23 1.07 -0.70
H 0.77 1.93 1.74
H -0.95 -0.90 -2.07
H 2.43 -1.35 -0.13
C 0.28 0.12 0.06
C 0.04 -0.16 0.09
O -0.05 0.11 0.13
C -0.19 0.00 -0.01
C 0.00 -0.05 -0.24
H -0.14 0.00 -0.20
H -0.03 0.06 0.16
H -0.04 -0.03 -0.08
H 0.07 0.22 0.17
H 0.07 0.03 -0.04
H 0.04 -0.01 -0.08
H -0.14 -0.25 -0.07
H 0.05 0.07 0.05
H -0.10 -0.09 0.00
H 0.13 -0.03 0.10
C 0.24 0.07 0.04
C 0.08 0.06 0.12
O -0.10 -0.07 0.06
C -0.13 0.09 -0.02
C -0.02 -0.06 -0.23
H -0.09 0.03 -0.13
H -0.01 0.08 0.09
H -0.07 -0.08 -0.06
H 0.02 0.19 0.17
H 0.06 0.00 -0.05
H 0.03 -0.01 -0.07
H -0.15 -0.27 -0.08
H 0.05 0.08 0.04
H -0.10 -0.10 0.00
H 0.13 -0.04 0.09

Its HOMO energy is -8.3 eV. The calculation puts the LUMO energy at -0.0470 Ha.



Entry 4:
ORCA calculation (the ωB97M-V functional and the def2-TZVPD basis) on a 2-piece molecular cluster, C3H4IN overall.

Last column: Löwdin charge in e.
CARTESIAN COORDINATES (ANGSTROEM)
C  0.4539  0.5934  2.2101  -0.41
C  -0.4917  -0.2990  0.0834  -0.18
C  0.4443  -0.4114  1.2507  -0.84
N  0.3960  1.4353  2.9942  0.17
I  1.0915  -2.2930  1.8739  0.89
H  -0.7231  -1.2728  -0.3400  0.06
H  -1.4183  0.1860  0.4000  0.09
H  -0.0698  0.3174  -0.7067  0.07
H  2.2709  0.7470  0.2037  0.16

Force components x, y, z for each atom (eV/Å):
C -0.02 -0.09 0.01
C -0.09 -0.01 -0.05
C 0.26 -0.40 -0.48
N 0.04 0.45 0.43
I -0.03 0.37 -0.13
H 0.01 -0.01 0.04
H -0.02 -0.09 0.03
H 0.08 0.05 -0.04
H -0.23 -0.27 0.20

Its HOMO energy (spin up / spin down) is -10.4 / -8.9 eV. The calculation puts the LUMO energy (spin up / spin down) at -0.0541 / -0.0306 Ha. For the energy relative to the best compared isomer or geometry (same formula, charge and spin), the calculation gives 341.7 kJ/mol.



Max |F| values, unit eV/A, following the record order: 0.524 1.497 9.235 0.676.